1 | 119
Properties=species:S:1:pos:R:3 method="wB97M-V/def2-TZVPD" molar_mass_g_mol=1119.2 e_lumo_ev="-9.8 / -10.2" homo_ev="-16.08 / -16.08" total_charge=+3 homo_lumo_gap_ev="6.299 / 5.897" spin_multiplicity=2
Ir -0.785 -1.078 1.860
C -4.757 1.945 0.111
C -3.302 2.182 -0.150
C -2.813 3.322 -0.716
C -1.414 3.515 -0.877
N -0.579 2.564 -0.551
N -1.061 1.428 -0.032
B -0.003 0.348 0.279
N 1.240 1.050 0.878
N 2.302 1.218 0.085
C 3.274 1.992 0.494
C 3.201 2.630 1.762
C 2.125 2.433 2.580
C 1.981 3.063 3.930
C 1.125 1.565 2.083
S -0.264 1.102 2.995
C 4.452 2.227 -0.430
C 4.552 3.740 -0.694
C 4.253 1.494 -1.757
C 5.730 1.729 0.262
N 0.452 -0.377 -1.018
N 0.455 0.329 -2.147
C 1.041 -0.177 -3.204
C 1.637 -1.463 -3.155
C 1.609 -2.194 -2.003
C 2.200 -3.563 -1.866
C 0.981 -1.573 -0.902
S 0.904 -2.340 0.637
C 1.049 0.616 -4.496
C 2.428 0.532 -5.170
C -0.006 -0.019 -5.423
C 0.686 2.078 -4.243
C -2.339 1.216 0.221
S -2.789 -0.233 1.025
C -0.866 4.818 -1.425
C 0.663 4.854 -1.336
C -1.442 5.995 -0.618
C -1.318 4.967 -2.889
H -5.370 2.684 -0.398
H -4.961 2.018 1.182
H -5.055 0.945 -0.211
H -3.501 4.100 -1.019
H 4.011 3.270 2.087
H 2.784 3.769 4.124
H 2.001 2.302 4.715
H 1.023 3.580 4.019
H 3.610 4.133 -1.084
H 5.332 3.924 -1.432
H 4.810 4.297 0.207
H 3.297 1.769 -2.206
H 4.272 0.411 -1.616
H 5.057 1.767 -2.439
H 5.907 2.239 1.210
H 6.588 1.921 -0.382
H 5.679 0.656 0.454
H 2.115 -1.867 -4.038
H 2.760 -3.843 -2.754
H 1.413 -4.306 -1.706
H 2.865 -3.615 -1.002
H 2.592 -0.434 -5.650
H 3.238 0.715 -4.461
H 2.483 1.291 -5.949
H 0.213 -1.072 -5.611
H 0.003 0.500 -6.382
H -1.007 0.062 -4.995
H 1.506 2.613 -3.759
H -0.195 2.152 -3.607
H 0.478 2.570 -5.193
H 0.985 5.046 -0.309
H 1.039 5.662 -1.961
H 1.106 3.916 -1.673
H -1.209 5.900 0.444
H -2.523 6.086 -0.733
H -0.995 6.919 -0.983
H -1.024 4.109 -3.493
H -0.849 5.854 -3.314
H -2.400 5.094 -2.966
N -2.928 -3.440 2.611
P -1.786 -3.473 1.357
C -1.432 -5.234 1.238
C -0.181 -5.772 1.524
C -0.009 -7.148 1.505
C -1.080 -7.976 1.200
C -2.324 -7.431 0.897
C -2.511 -6.060 0.910
C -2.780 -3.100 -0.107
C -2.127 -3.039 -1.340
C -2.844 -2.771 -2.493
C -4.216 -2.560 -2.421
C -4.865 -2.612 -1.196
C -4.150 -2.866 -0.034
C -2.841 -2.643 3.726
C -3.605 -2.934 4.858
C -3.423 -2.194 6.001
C -2.480 -1.164 5.998
C -1.798 -0.912 4.841
N -1.977 -1.624 3.698
H -3.467 -4.285 2.761
H 0.658 -5.128 1.757
H 0.957 -7.577 1.733
H -0.948 -9.050 1.203
H -3.154 -8.079 0.647
H -3.477 -5.644 0.647
H -1.060 -3.231 -1.390
H -2.337 -2.720 -3.449
H -4.779 -2.358 -3.323
H -5.935 -2.456 -1.139
H -4.662 -2.886 0.919
H -4.311 -3.754 4.827
H -3.983 -2.428 6.896
H -2.270 -0.580 6.882
H -1.066 -0.124 4.823
O 0.867 -1.863 3.403
N 1.973 -1.397 3.613
C 2.460 -0.642 4.525
C 3.798 -0.147 4.376
N 4.832 0.321 4.208
C 1.653 -0.213 5.637
N 0.928 0.124 6.461

---

2 | 119
Properties=species:S:1:pos:R:3 method="wB97M-V/def2-TZVPD" molar_mass_g_mol=1119.2 e_lumo_ev="-8.7 / -10.9" homo_ev="-16.19 / -16.18" total_charge=+3 homo_lumo_gap_ev="7.477 / 5.233" spin_multiplicity=2
Ir 0.243 -0.007 0.012
C 0.740 0.335 -5.323
C -0.521 0.639 -4.580
C -1.618 1.238 -5.143
C -2.802 1.435 -4.396
N -2.851 1.156 -3.103
N -1.757 0.670 -2.531
B -1.790 0.184 -1.028
N -2.359 -1.293 -1.105
N -3.660 -1.301 -1.388
C -4.275 -2.459 -1.522
C -3.552 -3.666 -1.411
C -2.212 -3.666 -1.124
C -1.414 -4.925 -0.984
C -1.626 -2.394 -0.948
S 0.082 -2.304 -0.500
C -5.765 -2.460 -1.788
C -6.452 -3.230 -0.648
C -6.022 -3.170 -3.127
C -6.313 -1.037 -1.848
N -2.676 1.097 -0.153
N -3.312 2.162 -0.628
C -4.143 2.787 0.178
C -4.417 2.275 1.470
C -3.747 1.188 1.965
C -4.020 0.566 3.296
C -2.767 0.674 1.100
S -1.579 -0.499 1.550
C -4.894 4.003 -0.339
C -5.048 5.044 0.780
C -4.166 4.661 -1.512
C -6.286 3.501 -0.765
C -0.664 0.348 -3.214
S 0.546 -0.482 -2.309
C -4.044 1.957 -5.092
C -5.229 2.057 -4.138
C -4.394 0.992 -6.237
C -3.724 3.353 -5.656
H 0.657 0.653 -6.360
H 0.959 -0.734 -5.309
H 1.584 0.863 -4.876
H -1.594 1.532 -6.183
H -4.070 -4.607 -1.546
H -2.042 -5.794 -1.168
H -0.995 -5.014 0.019
H -0.585 -4.945 -1.694
H -6.129 -4.271 -0.594
H -7.528 -3.235 -0.819
H -6.268 -2.758 0.319
H -5.702 -4.213 -3.114
H -5.516 -2.662 -3.950
H -7.091 -3.163 -3.335
H -6.152 -0.500 -0.912
H -7.385 -1.076 -2.038
H -5.844 -0.469 -2.651
H -5.163 2.767 2.082
H -4.622 1.224 3.919
H -3.098 0.326 3.825
H -4.568 -0.369 3.163
H -4.087 5.280 1.241
H -5.754 4.735 1.552
H -5.439 5.966 0.349
H -3.323 5.252 -1.155
H -4.853 5.333 -2.026
H -3.794 3.932 -2.230
H -6.817 3.045 0.073
H -6.218 2.766 -1.569
H -6.883 4.343 -1.116
H -5.437 1.107 -3.647
H -6.114 2.349 -4.703
H -5.054 2.808 -3.371
H -4.628 -0.004 -5.857
H -3.593 0.904 -6.973
H -5.273 1.366 -6.761
H -3.409 4.038 -4.866
H -4.623 3.764 -6.115
H -2.951 3.332 -6.425
N 2.566 0.245 2.091
P 0.896 0.272 2.287
C 0.672 -1.019 3.511
C 0.544 -2.361 3.156
C 0.546 -3.337 4.136
C 0.693 -2.984 5.474
C 0.840 -1.653 5.831
C 0.829 -0.666 4.855
C 0.447 1.858 2.952
C 1.239 2.957 2.613
C 0.919 4.211 3.102
C -0.195 4.375 3.915
C -0.984 3.283 4.255
C -0.668 2.024 3.775
C 3.191 0.468 0.895
C 4.564 0.726 0.870
C 5.169 1.034 -0.321
C 4.374 1.122 -1.465
C 3.040 0.842 -1.365
N 2.428 0.451 -0.217
H 3.148 0.098 2.904
H 0.451 -2.654 2.118
H 0.444 -4.378 3.861
H 0.699 -3.752 6.235
H 0.967 -1.379 6.869
H 0.950 0.369 5.146
H 2.111 2.839 1.981
H 1.533 5.063 2.847
H -0.441 5.357 4.295
H -1.834 3.411 4.913
H -1.257 1.168 4.073
H 5.118 0.704 1.798
H 6.230 1.238 -0.362
H 4.784 1.412 -2.421
H 2.418 0.955 -2.235
O -0.011 2.031 -0.027
N 0.311 2.499 -1.225
C 0.029 3.741 -1.411
C 0.236 4.243 -2.738
N 0.358 4.647 -3.806
C -0.546 4.559 -0.379
N -1.027 5.186 0.453

---

Energy relative to the most stable one, in hartree: 1 0.0240; 2 0.0000

---

1 | 58
Properties=species:S:1:pos:R:3 method="wB97M-V/def2-TZVPD" molar_mass_g_mol=390.5 e_lumo_ev=0.6 homo_ev=-8.65 homo_lumo_gap_ev=9.236 smiles="CCOC(=O)CCNC(=O)N1CCC[C@H](C(=O)c2cccc(OC(C)C)c2)C1"
C 1.263 1.494 1.575
C 0.792 2.330 0.394
O -0.461 2.958 0.688
C -1.568 2.350 0.291
O -1.607 1.350 -0.385
C -2.804 3.075 0.779
C -3.360 2.354 2.025
N -3.616 0.955 1.790
C -2.582 0.070 2.005
O -1.589 0.402 2.632
N -2.772 -1.220 1.595
C -3.809 -1.668 0.691
C -3.332 -1.567 -0.760
C -2.056 -2.389 -0.932
C -1.001 -1.916 0.076
C 0.253 -2.760 -0.014
O 0.234 -3.950 0.212
C 1.515 -2.048 -0.341
C 2.704 -2.523 0.215
C 3.891 -1.873 -0.049
C 3.925 -0.761 -0.877
C 2.750 -0.294 -1.459
O 2.645 0.764 -2.304
C 3.797 1.500 -2.694
C 4.197 2.507 -1.615
C 3.430 2.207 -3.995
C 1.547 -0.944 -1.179
C -1.583 -2.040 1.497
H 1.554 2.136 2.402
H 2.109 0.880 1.279
H 0.455 0.851 1.915
H 0.674 1.709 -0.499
H 1.483 3.149 0.184
H -2.550 4.102 1.035
H -3.553 3.061 -0.016
H -4.291 2.837 2.337
H -2.630 2.410 2.836
H -4.234 0.766 1.017
H -4.733 -1.113 0.858
H -4.011 -2.718 0.935
H -4.110 -1.927 -1.435
H -3.113 -0.525 -0.998
H -1.673 -2.276 -1.948
H -2.261 -3.449 -0.763
H -0.782 -0.862 -0.099
H 2.671 -3.391 0.855
H 4.811 -2.229 0.390
H 4.872 -0.278 -1.061
H 4.629 0.807 -2.888
H 4.354 2.012 -0.659
H 3.407 3.243 -1.493
H 5.113 3.016 -1.903
H 3.159 1.478 -4.753
H 2.580 2.863 -3.827
H 4.271 2.795 -4.351
H 0.656 -0.575 -1.661
H -0.865 -1.688 2.238
H -1.840 -3.081 1.708

---

2 | 58
Properties=species:S:1:pos:R:3 method="wB97M-V/def2-TZVPD" molar_mass_g_mol=390.5 e_lumo_ev=0.7 homo_ev=-7.62 homo_lumo_gap_ev=8.365 smiles="CCOCCCNC(=O)c1cn(CC(C)C)c(=O)c2cc(OC)c(OC)cc12"
C -2.228 -0.383 -2.812
C -2.672 -1.773 -2.384
O -3.511 -1.644 -1.251
C -4.011 -2.859 -0.732
C -3.010 -3.648 0.123
C -2.576 -2.868 1.367
N -1.870 -1.664 1.001
C -0.569 -1.452 1.308
O 0.057 -2.204 2.036
C 0.001 -0.224 0.685
C -0.782 0.867 0.475
N -0.343 2.007 -0.114
C -1.229 3.146 -0.247
C -1.030 4.170 0.880
C -1.882 5.404 0.596
C -1.381 3.573 2.240
C 0.962 2.162 -0.574
O 1.297 3.198 -1.123
C 1.837 1.023 -0.339
C 3.171 1.114 -0.733
C 4.079 0.093 -0.520
O 5.335 0.351 -0.976
C 6.423 -0.491 -0.670
C 3.623 -1.089 0.119
O 4.523 -2.098 0.325
C 4.100 -3.251 1.014
C 2.300 -1.183 0.503
C 1.385 -0.146 0.296
H -3.097 0.245 -2.984
H -1.648 -0.447 -3.728
H -1.612 0.072 -2.040
H -1.793 -2.389 -2.148
H -3.229 -2.266 -3.195
H -4.374 -3.493 -1.554
H -4.866 -2.569 -0.113
H -3.486 -4.580 0.429
H -2.128 -3.897 -0.470
H -3.458 -2.606 1.963
H -1.899 -3.467 1.982
H -2.324 -1.120 0.280
H -1.815 0.889 0.793
H -0.996 3.624 -1.202
H -2.263 2.792 -0.261
H 0.025 4.460 0.878
H -1.606 5.848 -0.357
H -2.938 5.140 0.564
H -1.738 6.148 1.375
H -2.427 3.268 2.265
H -0.760 2.707 2.460
H -1.223 4.310 3.023
H 3.509 2.017 -1.217
H 6.325 -1.472 -1.139
H 7.296 0.020 -1.077
H 6.547 -0.616 0.408
H 3.329 -3.793 0.457
H 3.723 -3.010 2.012
H 4.987 -3.876 1.101
H 1.942 -2.066 1.002

---

Energy relative to the most stable one, in hartree: 1 0.0000; 2 0.0460

---

1 | 22
Properties=species:S:1:pos:R:3 method="wB97M-V/def2-TZVPD" molar_mass_g_mol=118.2 e_lumo_ev="-3.5 / -7.1" homo_ev="-14.55 / -14.59" total_charge=+1 homo_lumo_gap_ev="11.055 / 7.474" spin_multiplicity=2
C 0.044 2.035 0.159
C 1.043 1.211 -0.671
C 0.939 -0.267 -0.441
C 1.840 -0.969 0.305
C -1.149 -0.488 -1.869
N -0.023 -1.024 -1.077
N -0.359 0.987 1.399
H -0.712 2.557 -0.473
H 0.536 2.886 0.607
H 2.041 1.497 -0.330
H 1.103 1.371 -1.761
H 2.535 -0.312 0.814
H 1.770 -2.011 0.584
H -2.059 -0.268 -1.310
H -0.963 0.502 -2.290
H -1.346 -1.314 -2.550
H -0.512 -1.548 -0.328
H -0.977 1.589 1.947
H -0.714 0.996 0.362
H -2.327 -1.452 1.464
H -0.968 -0.703 1.824
O -1.393 -1.579 1.688

---

2 | 22
Properties=species:S:1:pos:R:3 method="wB97M-V/def2-TZVPD" molar_mass_g_mol=118.2 e_lumo_ev="-3.9 / -7.1" homo_ev="-13.04 / -12.98" total_charge=+1 homo_lumo_gap_ev="9.185 / 5.863" spin_multiplicity=2
C 1.904 -0.287 -0.249
C 0.652 -0.964 -0.814
C -0.171 0.028 -1.681
N -1.940 3.034 -0.393
C -0.981 2.223 -0.808
C -1.090 0.827 -0.807
N 1.735 0.325 1.113
H 2.221 0.487 -0.952
H 2.743 -0.976 -0.123
H 0.032 -1.392 -0.030
H 1.032 -1.812 -1.388
H 0.547 0.737 -2.102
H -0.733 -0.396 -2.514
H -2.718 2.666 0.143
H -1.702 3.991 -0.159
H -0.045 2.688 -1.088
H -1.823 0.272 -0.226
H 1.458 1.301 1.006
H 0.908 -0.109 1.514
H -0.640 -4.632 2.079
H 0.642 -4.185 2.788
O -0.316 -4.088 2.806

---

Energy relative to the most stable one, in hartree: 1 0.1204; 2 0.0000

---

1 | 9
Properties=species:S:1:pos:R:3 method="wB97M-V/def2-TZVPD" molar_mass_g_mol=46.1 e_lumo_ev=1.0 homo_ev=-10.41 homo_lumo_gap_ev=11.423 smiles=CCO
C -0.130 -0.330 -1.138
C 0.458 -0.235 0.211
O -0.372 0.515 1.064
H 0.582 -0.889 -1.752
H -0.332 0.705 -1.577
H -1.083 -0.857 -1.131
H 0.589 -1.219 0.711
H 1.506 0.084 0.099
H -0.252 1.445 0.707

---

2 | 9
Properties=species:S:1:pos:R:3 method="wB97M-V/def2-TZVPD" molar_mass_g_mol=46.1 e_lumo_ev=1.0 homo_ev=-9.68 homo_lumo_gap_ev=10.694 smiles="C=C.O"
C 0.569 0.696 0.749
C -0.695 0.377 0.536
H 1.118 0.395 1.649
H 1.091 1.327 0.021
H -1.164 -0.288 1.270
H -1.327 0.782 -0.262
O 0.376 -1.142 -1.003
H -0.270 -0.418 -1.171
H 0.302 -1.729 -1.789

---

Energy relative to the most stable one, in hartree: 1 0.0000; 2 0.0409

---

1 | 16
Properties=species:S:1:pos:R:3 method="wB97M-V/def2-TZVPD" molar_mass_g_mol=108.2 e_lumo_ev=-3.4 homo_ev=-13.88 total_charge=+1 homo_lumo_gap_ev=10.505 smiles=C[NH2+][C@H](S)CO
C -1.713 0.799 1.555
N -1.083 0.006 0.483
C 0.432 0.079 0.538
S 1.213 1.657 0.086
C 1.127 -1.242 -0.561
O 1.970 -0.591 -1.436
H -1.512 1.738 1.857
H -2.787 0.619 1.451
H -1.383 0.360 2.567
H -1.312 0.468 -0.432
H -1.372 -0.942 0.594
H 0.729 -0.213 1.517
H 1.753 1.093 -0.949
H 1.639 -1.873 0.148
H 0.219 -1.615 -1.015
H 2.798 -0.448 -0.935

---

2 | 16
Properties=species:S:1:pos:R:3 method="wB97M-V/def2-TZVPD" molar_mass_g_mol=108.2 e_lumo_ev=-3.3 homo_ev=-13.53 total_charge=+1 homo_lumo_gap_ev=10.281 smiles=C[NH2+][C@@H](O)SC
C 1.181 -1.888 -0.533
N 0.074 -0.917 -0.407
C 0.179 -0.021 0.805
O 1.131 0.903 0.470
S -1.492 0.667 1.174
C -1.615 1.947 -0.108
H 2.130 -1.355 -0.537
H 1.160 -2.581 0.305
H 1.084 -2.449 -1.460
H -0.835 -1.398 -0.380
H 0.087 -0.287 -1.223
H 0.439 -0.646 1.669
H 1.439 1.406 1.235
H -2.342 2.665 0.259
H -1.969 1.520 -1.042
H -0.651 2.432 -0.227

---

Energy relative to the most stable one, in hartree: 1 0.0758; 2 0.0000

---

1 | 12
Properties=species:S:1:pos:R:3 method="wB97M-V/def2-TZVPD" molar_mass_g_mol=112.1 e_lumo_ev=-0.1 homo_ev=-9.52 homo_lumo_gap_ev=9.426 smiles="O=C(O)c1ccoc1"
O -2.861 0.451 -0.043
C -1.749 0.149 -0.474
O -1.673 -0.381 -1.755
C -0.276 0.330 -0.047
C 0.775 -0.525 -0.381
C 1.935 -0.203 0.438
O 1.498 0.746 1.500
C 0.103 1.068 1.075
H -0.962 -0.956 -1.774
H 0.687 -1.360 -1.183
H 2.784 -1.152 0.727
H -0.262 1.833 1.917

---

2 | 12
Properties=species:S:1:pos:R:3 method="wB97M-V/def2-TZVPD" molar_mass_g_mol=112.1 e_lumo_ev=-0.2 homo_ev=-10.26 homo_lumo_gap_ev=10.048
C -0.417 0.180 -0.151
C -0.280 1.410 0.744
C 1.034 -0.003 0.257
C -1.083 -0.044 -1.377
C -1.490 -0.852 -2.426
H -1.243 -1.751 0.067
H -0.190 2.493 0.255
H -0.973 1.222 1.678
H -1.589 -1.440 -3.393
O -0.973 -0.845 0.784
O 1.187 1.119 1.140
O 1.962 -0.857 0.466

---

Energy relative to the most stable one, in hartree: 1 0.0000; 2 0.1361